ORCA calculation (ωB97M-V/def2-TZVPD) on C7H10N2O in the gas phase.

Calculated values
SMILES string: Cc1[nH]c(=O)[nH]c1C1CC1
Relative energy (zero: lowest compared OMol25 entry of this formula, charge and spin), kJ/mol: 205.4
2S+1: 1
HOMO, Eh: -0.2799
Kohn-Sham gap, Ha: 0.3106

The geometry in XYZ format:
```
20
Properties=species:S:1:pos:R:3:lowdin_charge:R:1
C 0.95756 -0.33463 0.05419 -0.171
C 0.78601 0.22863 1.30182 -0.226
C 2.30882 -1.47362 1.49513 -0.507
C -0.61098 -1.14422 -1.96627 -0.114
C -1.21865 -0.08067 -1.18765 -0.132
C 0.23135 -0.13810 -1.26384 -0.228
C -0.08389 1.34237 1.69804 -0.037
N 1.78737 -1.42187 0.25102 0.148
N 1.72364 -0.37214 2.15646 0.166
O 3.08123 -2.18930 2.14995 0.007
H -0.57606 -2.11401 -1.55659 0.102
H -0.65750 -1.08158 -2.95834 0.064
H -1.66373 0.66533 -1.77203 0.094
H -1.76134 -0.46542 -0.33543 0.127
H 0.97164 0.35022 -1.97707 0.164
H -0.80592 1.11238 2.42912 0.062
H -0.54793 1.92844 0.83510 0.115
H 0.29305 2.14806 2.26428 0.057
H 2.34323 -1.88112 -0.48663 0.184
H 2.00927 -0.14477 3.04806 0.125
```

=====

ORCA calculation (ωB97M-V/def2-TZVPD) on 2 unconnected molecules or ions with the total composition C3H8BrN.

Calculated values
SMILES string: C/C=N/C.Br
Relative energy (zero: lowest compared OMol25 entry of this formula, charge and spin), kJ/mol: 25.8
2S+1: 1
HOMO, Eh: -0.3457
Kohn-Sham gap, Ha: 0.3763

The geometry in XYZ format:
```
13
Properties=species:S:1:pos:R:3:lowdin_charge:R:1
C 1.42190 1.69951 -0.14321 -0.104
C 0.35768 -1.93764 -0.07760 -0.136
C 1.20553 0.20185 0.13516 -0.297
N 0.57445 -0.61447 -0.56354 -0.066
Br -4.66210 0.05676 -0.01930 0.304
H 0.97958 2.10761 -1.16404 0.103
H 0.83072 2.21226 0.71225 0.089
H 2.52769 1.84937 -0.12557 0.063
H -0.71023 -1.82747 0.14856 0.083
H 0.56452 -2.63325 -0.89574 0.079
H 0.98542 -2.04100 0.80485 0.063
H -5.71849 0.98100 0.01076 -0.308
H 1.64333 -0.05455 1.17742 0.127
```

=====

Question: Among the records above, which one has the lowest HOMO?
Answer: C3H8BrN

=====

Question: What is the formula in the second record?
Answer: C3H8BrN